No. 1
Molecular formula: C15H25CrN5O4S
Method: DFT, the ωB97M-V functional and the def2-TZVPD basis

Computed properties:
LUMO (spin up / spin down) in eV: -10.06 / -9.50
Energy in eV: -70832.5278
Gap between HOMO and LUMO (spin up / spin down) in eV: 7.7051 / 8.2166
HOMO energy (spin up / spin down) in eV: -17.763 / -17.714
Energy relative to the best compared isomer or geometry (same formula, charge and spin) in eV: 0.1860
Maximum force in eV Å⁻¹: 0.528

Structure (ORCA input):
```
! wB97M-V def2-TZVPD RIJCOSX def2/J DEFGRID3
* xyz 3 2
Cr 0.36725 -0.15905 -0.11758
C 1.15788 -2.83377 0.92444
C 1.28694 -2.86054 -0.57467
O 1.58910 -1.49130 -0.99635
C 3.02943 -1.21706 -0.97182
C 3.19881 0.22421 -0.58422
O 2.27383 0.40043 0.51050
C 2.36600 1.66121 1.21315
C 0.95153 1.97286 1.71103
O 0.15256 0.75386 1.67948
C 0.46621 -0.11959 2.81033
C -0.17698 -1.43734 2.49939
O 0.18623 -1.78320 1.14304
H 2.08853 -2.58205 1.43747
H 0.77612 -3.77996 1.30959
H 0.34257 -3.10746 -1.05410
H 2.06170 -3.53683 -0.93055
H 3.44563 -1.42712 -1.95609
H 3.48325 -1.88047 -0.23746
H 2.91787 0.91364 -1.37965
H 4.22237 0.42124 -0.26379
H 2.70663 2.43852 0.52937
H 3.09664 1.54819 2.01282
H 0.43721 2.67103 1.05875
H 0.94625 2.36667 2.72593
H 0.06231 0.32223 3.72140
H 1.55037 -0.20079 2.89396
H -1.26352 -1.36353 2.50716
H 0.13177 -2.21660 3.19547
N -0.71252 5.10586 -3.86823
C 0.02561 4.05159 -3.58138
N 1.12914 3.78564 -4.27405
N -0.39576 3.27310 -2.57132
C 0.07613 2.28255 -1.97941
N 0.41371 1.34744 -1.34299
H -0.48919 5.73170 -4.62609
H -1.55111 5.27781 -3.33711
H 1.42391 4.35785 -5.05036
H 1.65779 2.95220 -4.08915
S -1.63092 -0.74789 -1.10378
C -2.77174 -1.40234 0.06596
N -3.73834 -0.57158 0.52133
C -4.75879 -0.95632 1.31121
C -4.85328 -2.26761 1.70858
C -3.88970 -3.16422 1.25885
C -2.85228 -2.73285 0.44072
H -3.70978 0.39009 0.19961
H -5.47009 -0.18858 1.58149
H -5.67461 -2.58174 2.33608
H -3.95827 -4.21021 1.52994
H -2.12439 -3.42992 0.05311
*
```


No. 2
Molecular formula: C12H36BF4O6RbS6
Method: DFT, the ωB97M-V functional and the def2-TZVPD basis

Computed properties:
LUMO in eV: -0.77
Energy in eV: -102526.2640
Gap between HOMO and LUMO in eV: 7.4647
HOMO energy in eV: -8.234
Energy relative to the best compared isomer or geometry (same formula, charge and spin) in eV: 3.7366
Maximum force in eV Å⁻¹: 3.933

Structure (ORCA input):
```
! wB97M-V def2-TZVPD RIJCOSX def2/J DEFGRID3
* xyz 0 1
Rb -5.30820 1.50596 -0.21010
B -2.12283 0.81090 0.43868
F -2.47755 2.10514 0.13180
F -0.81131 0.76720 0.56848
F -2.74752 0.49509 1.61662
F -2.47277 -0.02909 -0.55736
C 4.48997 2.53156 -1.94231
S 3.49478 2.24593 -0.39615
O 2.97282 3.59242 0.15168
C 2.08210 1.55813 -1.36772
H 4.15237 3.50829 -2.28891
H 4.33757 1.71742 -2.65086
H 5.49417 2.65857 -1.53790
H 2.43735 0.67151 -1.89288
H 1.84896 2.46735 -1.92185
H 1.23720 1.32381 -0.72014
C -1.36286 -2.36861 2.78916
S -1.64584 -2.73384 4.55896
O -3.14613 -3.04816 4.72533
C -0.76487 -4.41826 4.62656
H -1.98773 -1.58757 2.35603
H -1.39507 -3.29623 2.21769
H -0.33153 -2.01786 2.75127
H -0.68714 -4.71745 5.67180
H 0.23926 -4.21570 4.25401
H -1.30662 -5.14275 4.01851
C 2.71386 3.08126 4.32651
S 0.85415 3.52986 4.52994
O 0.96521 4.93766 5.14229
C 0.64202 3.76460 2.68436
H 3.21538 2.76915 5.24257
H 3.27975 3.91622 3.91335
H 2.57463 2.22278 3.66944
H 0.01392 4.63867 2.51230
H 0.20814 3.00792 2.03068
H 1.60464 3.89097 2.18891
C -0.74549 -2.12203 -1.50250
S 0.07558 -2.74998 -3.00246
O -0.43681 -4.14649 -3.33990
C -0.46154 -1.73176 -4.40054
H -1.83145 -2.13643 -1.59522
H -0.42912 -1.09316 -1.33093
H -0.59129 -2.82501 -0.68389
H -1.48933 -1.90168 -4.72130
H 0.09009 -1.99489 -5.30308
H -0.42423 -0.66610 -4.17454
C 4.12149 -2.81732 1.55692
S 2.95978 -2.02061 0.29317
O 1.70019 -2.90865 0.27402
C 2.28001 -0.78621 1.46484
H 4.67599 -2.14760 2.21425
H 4.76071 -3.63284 1.21864
H 3.35377 -3.34200 2.12564
H 1.72990 -1.20422 2.30789
H 1.57533 -0.35528 0.75361
H 3.03852 -0.04625 1.72022
C -3.37064 1.44004 -3.74392
S -4.56355 0.05143 -4.19158
O -5.70083 0.12568 -3.11747
C -5.21777 0.83257 -5.68011
H -3.88327 2.28086 -3.27668
H -2.78883 1.90270 -4.54113
H -2.70197 0.99173 -3.00908
H -6.03175 0.20118 -6.03634
H -4.42562 0.81073 -6.42853
H -5.55812 1.84869 -5.48073
*
```


No. 3
Molecular formula: C5H11NO2
Method: DFT, the ωB97M-V functional and the def2-TZVPD basis

Computed properties:
LUMO in eV: 0.61
Energy in eV: -10946.8942
Gap between HOMO and LUMO in eV: 7.8546
HOMO energy in eV: -7.240
Energy relative to the best compared isomer or geometry (same formula, charge and spin) in eV: 2.3727
Maximum force in eV Å⁻¹: 3.830

Structure (ORCA input):
```
! wB97M-V def2-TZVPD RIJCOSX def2/J DEFGRID3
* xyz 0 1
C -2.52899 -0.91807 0.33392
C -1.42395 0.06875 0.10620
O -1.84271 1.34654 0.22464
C -0.12699 -0.27752 -0.11266
N 0.20889 -1.63236 -0.36480
C 0.93829 0.74724 -0.26784
C 2.36574 0.26723 -0.08120
O 0.67792 1.92668 0.47271
H -3.48878 -0.41180 0.22316
H -2.51397 -1.72856 -0.39048
H -2.47152 -1.33070 1.34607
H -1.04203 1.91673 0.29300
H 1.17287 -1.94056 -0.34089
H -0.23304 -2.28494 0.26965
H 0.93266 1.29750 -1.39021
H 3.05730 1.08204 -0.28961
H 2.58397 -0.54383 -0.77036
H 2.50034 -0.07739 0.94556
H 1.23400 2.49301 -0.20685
*
```


No. 4
Molecular formula: ArH18O9
Method: DFT, the ωB97M-V functional and the def2-TZVPD basis

Computed properties:
LUMO in eV: -0.25
Energy in eV: -33074.0808
Gap between HOMO and LUMO in eV: 9.9363
HOMO energy in eV: -10.182
Energy relative to the best compared isomer or geometry (same formula, charge and spin) in eV: 0.6027
Maximum force in eV Å⁻¹: 1.057

Structure (ORCA input):
```
! wB97M-V def2-TZVPD RIJCOSX def2/J DEFGRID3
* xyz 0 1
Ar 0.83911 -0.08130 -0.38318
O 1.21438 0.15861 -3.66531
H 1.50924 -0.63969 -4.10349
H 2.01628 0.65814 -3.51152
O -1.20828 2.65130 1.98509
H -0.26790 2.54311 2.12727
H -1.27274 3.12290 1.15463
O -1.44321 -1.59358 -2.72701
H -1.07509 -1.76110 -3.59457
H -1.52905 -0.64127 -2.68253
O -3.17478 -2.02342 -0.42416
H -2.60195 -1.97077 -1.18923
H -2.63355 -1.71489 0.30255
O 1.40561 -1.40202 2.84387
H 0.69592 -2.04293 2.80121
H 1.95026 -1.59592 2.08099
O -1.21674 1.07929 -2.94745
H -1.51536 1.29518 -3.83088
H -0.28768 0.87380 -3.05167
O 2.31124 3.49318 1.50086
H 2.36826 3.53993 0.54650
H 2.26733 2.55650 1.69305
O 1.45922 1.28268 2.96867
H 2.26496 1.45476 3.45590
H 1.52086 0.36010 2.72111
O -1.43005 -2.89510 1.90168
H -1.51369 -3.53364 2.60985
H -0.65256 -3.17376 1.41786
*
```


No. 5
Molecular formula: C25H25N4O5S
Method: DFT, the ωB97M-V functional and the def2-TZVPD basis

Computed properties:
LUMO in eV: 1.51
Energy in eV: -53363.9561
Gap between HOMO and LUMO in eV: 5.1645
HOMO energy in eV: -3.655
Energy relative to the best compared isomer or geometry (same formula, charge and spin) in eV: 0.2702
Maximum force in eV Å⁻¹: 1.941

Structure (ORCA input):
```
! wB97M-V def2-TZVPD RIJCOSX def2/J DEFGRID3
* xyz -1 1
C 3.69615 2.59885 2.50105
N 3.69540 1.25651 1.90989
C 4.94643 0.70663 1.67993
S 6.36504 1.54953 1.97761
N 4.93950 -0.59496 1.20839
C 6.25690 -1.19185 0.97971
C 3.79532 -1.35569 0.89096
O 3.90036 -2.50566 0.45447
C 2.49559 -0.72042 1.11584
C 1.38055 -1.44332 0.81003
C 0.01520 -0.96682 0.89304
C -0.36215 0.27449 0.34592
C -1.61940 0.80487 0.54427
C -2.59858 0.04176 1.24474
N -3.84395 0.55591 1.44996
C -4.27650 1.76526 0.78188
C -3.15374 2.78561 0.71152
C -1.92082 2.18000 0.04850
C -4.92185 -0.26620 1.95536
C -4.42490 -1.21276 3.03386
C -3.25676 -2.04810 2.51768
C -2.25995 -1.24804 1.74434
C -0.98539 -1.74138 1.52544
C 2.46326 0.57767 1.80639
O 1.44499 1.08046 2.28654
H 2.67081 2.94239 2.60599
H 4.20468 2.56309 3.47048
H 4.28381 3.24883 1.84742
H 6.12556 -2.18613 0.56371
H 6.81540 -0.53698 0.30520
H 6.79625 -1.21654 1.93100
H 1.52039 -2.50166 0.58363
H 0.36811 0.82460 -0.24952
H -4.63114 1.52756 -0.23859
H -5.13222 2.15653 1.34629
H -3.50073 3.65962 0.15627
H -2.89681 3.11444 1.72549
H -1.05367 2.82660 0.23081
H -2.06073 2.15029 -1.04304
H -5.68918 0.41308 2.34757
H -5.37967 -0.84441 1.13046
H -4.10069 -0.63084 3.90470
H -5.25063 -1.85431 3.35105
H -2.75528 -2.52877 3.36477
H -3.64449 -2.86090 1.88604
H -0.70628 -2.72893 1.90163
O 1.02716 1.33192 -6.98373
N 0.22564 0.39872 -6.77547
O -0.57140 -0.03077 -7.63769
C 0.20314 -0.22427 -5.47839
C -0.71328 -1.26858 -5.26745
C -0.75587 -1.88476 -4.01034
C 0.07808 -1.47342 -2.98700
C 1.01916 -0.35034 -3.12964
O 1.69280 0.07595 -2.16174
C 1.05894 0.21133 -4.47724
H -1.36155 -1.57449 -6.08309
H -1.45954 -2.70168 -3.84690
H 0.05313 -1.94906 -2.00761
H 1.74937 1.01952 -4.69243
*
```


No. 6
Molecular formula: C8H8O3
Method: DFT, the ωB97M-V functional and the def2-TZVPD basis

Computed properties:
LUMO in eV: -0.51
Energy in eV: -14562.7606
Gap between HOMO and LUMO in eV: 8.7679
HOMO energy in eV: -9.275
Energy relative to the best compared isomer or geometry (same formula, charge and spin) in eV: 5.9880
Maximum force in eV Å⁻¹: 6.684

Structure (ORCA input):
```
! wB97M-V def2-TZVPD RIJCOSX def2/J DEFGRID3
* xyz 0 1
C -0.64530 2.06793 1.55575
C -0.65567 0.67015 0.76584
C 0.00979 -0.34687 1.74389
C 0.16940 -1.75926 1.28554
C 0.10588 -2.04745 -0.00098
C 0.04616 -0.96279 -0.99065
C 0.51234 -1.33601 -2.31002
C -0.49949 0.30311 -0.62333
H -1.42935 3.08755 1.05896
H 0.44302 2.42847 1.45910
H -0.83756 1.87802 2.64986
H 0.31269 -0.01420 2.81572
H 0.82555 -2.46909 2.03285
H 0.48562 -2.91999 -0.43150
H 1.17924 0.75103 -2.57314
H -1.28295 2.01943 -0.99861
O 0.93959 -0.21994 -3.25348
O 0.77561 -2.47397 -2.69875
O -0.45459 1.34388 -1.48706
*
```


Question: Which of these has the lowest energy relative to the best compared isomer or geometry (same formula, charge and spin)?
Answer: C15H25CrN5O4S


Question: What is the formula in the second record?
Answer: C12H36BF4O6RbS6